1.
DFT (ωB97M-V with the def2-TZVPD basis set) results for H32O20S as an isolated structure at a distorted geometry.

Output
Relative energy (zero: lowest compared OMol25 entry of this formula, charge and spin): 578.63 kJ/mol
LUMO: 4.82 eV
Orbital gap: 0.350 Eh
2S+1: 1
Charge: -2
HOMO level: -4.71 eV

Last column: natural (NBO) charge in e.
Element x y z (Å)
S (-32.90372, -14.57189, 6.53832)  2.76
O (-32.32831, -14.90014, 7.85062)  -1.11
O (-32.07624, -15.10549, 5.58974)  -1.09
O (-34.23547, -15.17110, 6.49763)  -1.12
O (-33.12495, -13.12744, 6.38322)  -1.10
O (-31.30507, -17.38018, 10.38448)  -1.05
H (-31.84927, -17.31754, 9.38831)  0.50
H (-31.63642, -18.11818, 10.88070)  0.44
O (-31.91485, -17.72787, 4.84698)  -1.00
H (-31.83157, -16.81079, 5.03148)  0.49
H (-32.87408, -17.89390, 4.64565)  0.49
O (-34.82263, -17.20741, 5.04951)  -0.96
H (-35.40089, -17.80608, 5.39299)  0.47
H (-34.71297, -16.52645, 5.59685)  0.48
O (-31.46886, -11.22068, 7.02008)  -0.97
H (-32.15409, -11.92672, 6.74071)  0.49
H (-31.22612, -11.39610, 7.81205)  0.47
O (-33.43209, -11.96325, 3.99576)  -1.00
H (-33.22800, -12.24369, 4.88472)  0.48
H (-33.72597, -12.78366, 3.50813)  0.48
O (-30.75751, -12.12677, 9.43831)  -0.96
H (-31.44604, -11.77038, 9.86864)  0.46
H (-30.89388, -13.11159, 9.46188)  0.50
O (-29.29965, -14.98255, 5.47142)  -1.00
H (-29.31182, -13.96954, 5.56868)  0.49
H (-30.29143, -15.09452, 5.68900)  0.46
O (-33.00332, -14.18711, 10.39243)  -1.01
H (-33.69429, -14.80039, 10.69447)  0.48
H (-32.68724, -14.42844, 9.46621)  0.50
O (-34.62917, -17.40008, 8.26094)  -0.99
H (-33.69841, -17.32515, 8.13009)  0.47
H (-34.69987, -16.61543, 7.60729)  0.48
O (-31.20286, -14.65498, 3.17205)  -0.97
H (-31.35164, -14.90614, 4.05226)  0.49
H (-31.42644, -15.29093, 2.53998)  0.45
O (-30.24340, -14.96731, 9.14555)  -0.98
H (-30.60983, -15.04581, 10.08168)  0.48
H (-31.01516, -14.84792, 8.59273)  0.47
O (-31.93567, -17.47928, 8.12712)  -0.93
H (-31.92707, -16.58557, 7.80593)  0.51
H (-31.52295, -17.67031, 7.32534)  0.52
O (-35.12034, -14.38544, 3.33445)  -0.94
H (-34.67608, -15.06997, 2.93056)  0.46
H (-34.81243, -14.41655, 4.22059)  0.48
O (-36.50455, -14.37162, 7.06344)  -0.99
H (-36.22584, -13.49164, 6.72488)  0.46
H (-35.64833, -14.76720, 6.85908)  0.48
O (-29.39699, -12.10109, 5.78406)  -0.99
H (-30.39423, -12.00360, 6.07825)  0.49
H (-29.64570, -11.97782, 4.86793)  0.45
O (-34.57262, -11.24974, 7.32141)  -0.94
H (-34.72771, -10.41801, 6.72570)  0.45
H (-34.03073, -11.78096, 6.85698)  0.47

***

2.
DFT (ωB97M-V with the def2-TZVPD basis set) results for one molecule with the formula C2H2N4O2 at a distorted geometry.

Output
Relative energy (zero: lowest compared OMol25 entry of this formula, charge and spin): 496.83 kJ/mol
LUMO: -1.41 eV
Orbital gap: 0.307 Eh
2S+1: 1
Charge: 0
SMILES: [H]/N=c1/nnoc(O)n1
HOMO level: -9.77 eV

Last column: natural (NBO) charge in e.
Element x y z (Å)
H (-1.09450, -1.01877, 2.40449)  0.35
N (-0.65708, -1.66670, 1.79715)  -0.58
C (-0.33559, -1.05118, 0.63212)  0.41
N (0.52166, -1.52351, -0.25002)  -0.15
N (1.08190, -0.65284, -1.05249)  0.16
O (0.69681, 0.64528, -1.17279)  -0.33
C (-0.20002, 0.99388, -0.29675)  0.79
O (-0.35338, 2.32742, -0.22284)  -0.62
N (-0.76263, 0.25669, 0.58833)  -0.54
H (0.27384, 2.68549, -0.83239)  0.49